Computed, not measured: C16H25ClNO5P2STm as an isolated structure, with ωB97M-V/def2-TZVPD.

Structure (XYZ):
```
52
Properties=species:S:1:pos:R:3:forces:R:3
C 0.085 -1.211 -2.387 0.503 0.240 -0.330
C -0.748 -1.538 -1.165 1.691 -3.316 2.099
H 0.903 -1.942 -2.480 -0.239 0.297 0.152
H 0.566 -0.188 -2.454 -0.418 -0.950 -0.205
H -0.551 -1.275 -3.282 0.138 0.086 0.145
O -0.342 -2.317 -0.252 -1.776 2.526 -3.779
Cl 1.238 3.046 -1.634 -0.378 -0.690 -0.190
Tm 0.294 1.088 -0.553 1.055 1.106 0.888
P 2.755 -0.135 0.119 1.694 0.423 -0.264
C 3.285 -0.928 1.669 -0.511 -0.191 0.269
C 3.518 -1.256 -1.109 -0.219 0.004 -0.249
H 4.608 -1.264 -0.964 -0.342 -0.080 -0.085
H 4.913 0.937 -0.077 -0.228 0.199 0.134
H 3.286 -0.908 -2.124 0.233 -0.104 0.147
H 3.590 1.981 -0.721 0.313 -0.143 0.211
H 2.879 -1.946 1.704 0.187 0.118 0.135
H 3.118 -2.271 -0.984 0.155 0.169 -0.036
C 3.891 1.305 0.091 -0.145 0.184 -0.301
H 4.383 -0.965 1.698 -0.340 0.020 -0.080
H 3.828 1.868 1.033 0.029 -0.207 -0.247
H 2.908 -0.362 2.530 0.179 -0.167 -0.150
P -2.533 -1.074 -1.168 -1.007 0.011 0.224
C -3.146 -1.096 0.504 -0.090 -0.044 0.349
C -2.823 0.524 -1.928 0.096 0.425 -0.067
H -3.019 -2.270 -3.206 -0.116 -0.030 0.305
H -4.414 -2.214 -2.077 0.323 0.004 -0.021
H -3.050 -3.341 -1.763 -0.126 0.284 -0.108
C -3.323 -2.347 -2.151 0.095 -0.382 -0.210
H -2.120 0.737 -2.749 -0.280 -0.113 0.086
H -3.842 0.493 -2.349 0.314 0.098 0.069
H -4.217 -1.343 0.466 0.285 0.087 0.070
H -3.013 -0.112 0.972 -0.005 -0.208 -0.145
H -2.768 1.330 -1.176 -0.096 -0.338 -0.293
H -2.616 -1.857 1.092 -0.163 0.083 -0.156
C 0.290 -0.828 1.380 -1.796 -0.925 3.767
O -0.001 -1.400 2.333 1.214 1.548 -2.653
O -1.507 1.991 0.410 0.121 0.030 0.723
C -0.813 2.377 1.436 1.448 -0.468 0.028
N 0.481 1.999 1.463 -0.546 -0.254 -0.224
S 1.320 2.402 2.877 0.147 0.026 -0.532
O 1.544 1.186 3.624 -0.219 0.779 -0.536
O 2.434 3.245 2.531 -1.001 -0.624 0.374
C -0.099 3.271 3.464 -0.071 0.642 1.351
C -0.179 3.967 4.667 -0.020 -0.157 -0.348
C -1.396 4.581 4.993 -0.041 -0.206 -0.411
C -2.499 4.490 4.121 0.255 0.007 0.153
C -2.403 3.783 2.921 0.356 -0.289 -0.118
C -1.186 3.156 2.609 -0.812 0.594 0.194
H 0.699 4.014 5.309 -0.304 0.117 -0.011
H -1.486 5.135 5.928 0.010 -0.159 -0.285
H -3.432 4.987 4.395 0.316 -0.194 -0.152
H -3.231 3.698 2.216 0.133 0.131 0.315
```
Positions in Å, forces in eV/Å.

## Properties
Kohn-Sham gap (spin up / spin down): 6.241 / 6.256 eV
E: -3681.43803 a.u.
Relative energy (zero: lowest compared OMol25 entry of this formula, charge and spin): 4.7 kcal per mole
Charge: +2
HOMO (spin up / spin down): -15.1 / -15.1 eV
Multiplicity: 3

Computed, not measured: a 7-piece molecular cluster, C21H39FO21 overall, with ωB97M-V/def2-TZVPD.

Structure (XYZ):
```
82
Properties=species:S:1:pos:R:3:forces:R:3
O -3.866 -0.307 -4.640 -0.069 0.640 -0.179
C -3.683 0.440 -3.732 0.112 -1.553 -0.297
O -2.851 0.154 -2.724 0.081 -0.237 1.324
C -3.147 1.021 -1.607 -0.066 0.809 -0.936
C -3.795 2.188 -2.355 0.207 0.393 1.453
F -2.878 3.178 -2.633 -0.085 -0.261 -0.439
O -4.305 1.609 -3.516 -0.160 0.880 -0.027
H -3.896 0.674 -0.892 0.110 -0.829 -0.289
H -2.233 1.262 -1.073 0.108 0.144 -0.121
H -4.577 2.657 -1.757 -0.166 0.036 -0.404
C 2.242 -2.922 2.198 -0.146 -0.078 -1.483
O 2.647 -2.576 3.502 0.661 0.585 0.036
C 1.954 -3.073 4.506 -0.766 -0.088 -0.070
O 0.987 -3.775 4.418 -0.389 -0.514 -0.023
O 2.462 -2.618 5.639 0.704 0.620 0.125
C 1.848 -2.994 6.852 -0.568 -0.889 0.499
H 2.587 -3.918 1.917 -0.209 -0.148 0.308
H 2.716 -2.243 1.487 0.292 0.211 0.436
H 1.178 -2.802 1.999 -0.086 -0.228 0.522
H 2.032 -4.046 7.090 0.427 0.101 -0.059
H 0.757 -2.950 6.848 0.067 0.539 -0.334
H 2.272 -2.348 7.613 -0.035 -0.010 0.036
C -3.122 -3.634 -5.736 -0.381 0.390 -0.783
O -2.673 -3.691 -4.394 -0.151 -1.075 0.188
C -1.622 -3.003 -3.983 -0.761 1.279 -0.428
O -1.315 -2.965 -2.828 0.786 -0.072 0.277
O -1.098 -2.265 -4.983 -0.320 -0.024 0.274
C -0.011 -1.399 -4.693 0.966 -0.398 -0.171
H -2.296 -3.628 -6.443 0.009 0.216 0.039
H -3.762 -2.758 -5.844 0.302 0.184 -0.176
H -3.749 -4.487 -5.992 0.160 -0.277 0.641
H -0.150 -0.604 -3.963 -0.742 -0.216 0.073
H 0.258 -0.934 -5.636 -0.004 -0.053 -0.030
H 0.826 -2.012 -4.356 0.092 0.130 -0.024
C 3.819 -1.615 -3.145 0.974 -0.014 0.352
O 3.662 -0.261 -2.720 -0.554 0.136 0.499
C 2.830 0.499 -3.434 1.069 -0.058 -0.875
O 2.466 0.246 -4.553 -0.517 -0.118 0.085
O 2.608 1.618 -2.767 -0.247 0.029 0.758
C 1.874 2.629 -3.437 -0.696 0.623 -0.424
H 2.869 -2.139 -3.200 0.005 0.052 -0.231
H 4.446 -2.052 -2.366 -0.264 -0.106 0.049
H 4.422 -1.665 -4.052 -0.484 0.011 -0.267
H 1.396 3.296 -2.720 0.553 -0.132 0.415
H 1.024 2.254 -4.010 0.396 -0.399 -0.239
H 2.558 3.193 -4.068 -0.150 0.011 -0.128
C 3.677 0.651 5.184 -0.086 1.318 -0.330
O 4.175 0.470 3.865 1.198 -1.033 0.282
C 3.543 0.910 2.803 -0.745 0.518 -0.100
O 2.596 1.662 2.785 0.049 -0.188 0.107
O 4.131 0.381 1.732 0.060 0.121 0.054
C 3.620 0.745 0.446 -0.276 -0.943 -0.177
H 4.441 0.344 5.891 0.026 -0.557 -0.271
H 2.741 0.112 5.299 -0.028 0.032 0.208
H 3.583 1.729 5.347 -0.558 -0.102 0.073
H 4.096 1.638 0.056 0.019 0.058 0.047
H 2.534 0.824 0.420 0.023 0.395 0.388
H 3.843 -0.134 -0.157 0.299 0.303 -0.268
C -2.192 4.139 0.753 0.056 -0.061 -1.134
O -3.593 3.946 1.031 0.471 0.334 -0.237
C -3.806 3.362 2.200 -0.673 0.175 -0.096
O -2.990 3.102 3.036 0.423 -0.199 0.258
O -5.117 3.118 2.294 0.151 -0.278 -0.051
C -5.470 2.312 3.410 -0.048 -0.384 0.677
H -1.751 3.160 0.579 0.388 0.053 0.616
H -1.694 4.759 1.490 0.003 -0.319 0.347
H -2.104 4.645 -0.209 -0.479 0.160 0.076
H -5.436 2.872 4.344 -0.253 0.253 -0.127
H -4.791 1.475 3.581 0.108 0.037 -0.446
H -6.460 1.921 3.202 -0.111 0.160 0.074
C 0.410 -0.494 -1.306 -0.009 0.095 -0.636
O 0.272 -0.866 0.062 0.250 -0.790 -0.343
C -0.132 0.081 0.886 -0.256 0.570 0.333
O -0.389 1.224 0.593 -0.052 0.194 -0.479
O -0.235 -0.427 2.097 0.415 -0.670 0.240
C -0.550 0.458 3.170 -0.961 -0.039 0.386
H -0.555 -0.352 -1.792 -0.129 0.407 0.340
H 0.828 -1.307 -1.898 0.228 -0.363 0.677
H 1.067 0.367 -1.382 -0.230 0.198 -0.072
H 0.346 0.850 3.644 0.063 0.197 -0.338
H -1.103 -0.137 3.898 0.200 -0.157 -0.062
H -1.247 1.224 2.829 0.403 0.264 0.030
```
Positions in Å, forces in eV/Å.

## Properties
Structure (SMILES): O=C1OC[C@@H](F)O1.COC(=O)OC.COC(=O)OC.COC(=O)OC.COC(=O)OC.COC(=O)OC.COC(=O)OC
Kohn-Sham gap: 11.192 eV
E: -2503.52117 a.u.
Relative energy (zero: lowest compared OMol25 entry of this formula, charge and spin): 0.0 kcal per mole
HOMO: -10.7 eV

Computed, not measured: an isolated molecule of C10H20Si2, with ωB97M-V/def2-TZVPD.

Structure (XYZ):
```
32
Properties=species:S:1:pos:R:3:forces:R:3
C 3.296 1.208 0.083 0.086 0.042 -2.061
C 1.989 0.479 -0.059 -0.515 0.436 0.892
C 1.710 -0.827 -0.068 0.821 -0.996 -1.628
C 2.639 -1.982 -0.337 -2.507 -1.995 1.184
C 0.240 -1.100 -0.184 0.954 1.947 -3.166
C -0.304 -1.761 0.976 0.041 -0.284 2.378
C -0.331 0.331 -0.251 -0.227 1.025 -0.422
Si -2.195 0.719 -0.489 0.012 -3.421 0.683
C -3.037 -0.841 -1.374 0.820 1.285 -0.166
C -2.985 0.416 1.249 -2.361 -1.217 -3.341
C 0.698 1.214 -0.080 0.439 -0.414 -0.327
Si 0.610 3.089 -0.063 -0.614 -1.452 0.815
H 4.117 0.521 -0.062 0.374 -0.367 0.690
H 3.360 1.769 1.016 0.160 -0.008 -0.165
H 3.488 1.863 -0.829 -0.618 -0.135 1.233
H 3.621 -1.636 -0.569 0.745 -0.343 -0.114
H 2.166 -2.724 -1.098 1.078 1.653 0.621
H 2.548 -2.662 0.573 0.954 0.789 -0.745
H 0.097 -1.647 -1.218 -0.082 0.782 2.019
H -0.466 -1.152 1.862 0.044 0.670 -0.215
H 0.212 -2.572 1.391 1.687 -1.323 0.160
H -1.186 -2.224 0.782 -3.129 -0.978 -0.708
H -2.551 1.798 -1.368 -0.014 1.044 0.043
H -2.781 -1.622 -0.705 -0.018 -0.963 0.864
H -4.139 -0.709 -1.346 0.662 -0.163 -0.427
H -2.596 -1.195 -2.329 -0.694 0.663 0.171
H -3.906 0.944 1.366 -0.624 0.905 0.200
H -3.386 -0.633 1.278 0.736 0.612 -0.302
H -2.421 0.527 2.072 2.226 0.726 2.769
H 0.932 3.564 -1.362 0.331 0.655 -0.995
H 1.393 3.796 0.987 -0.166 -0.173 -0.130
H -0.828 3.050 0.155 -0.604 0.997 0.188
```
Positions in Å, forces in eV/Å.

## Properties
Structure (SMILES): CC1=C(C)[C@@H](C)C([SiH](C)C)=C1[SiH3]
Kohn-Sham gap: 8.791 eV
E: -971.91774 a.u.
Relative energy (zero: lowest compared OMol25 entry of this formula, charge and spin): 1.4 kcal per mole
HOMO: -8.0 eV

Computed, not measured: C22H18F9O2Zn as an isolated structure, with ωB97M-V/def2-TZVPD.

Structure (XYZ):
```
52
Properties=species:S:1:pos:R:3:forces:R:3
C 0.143 1.100 2.948 -1.711 -1.344 -1.192
C 0.385 2.128 1.954 -2.738 -0.795 1.010
C -0.720 2.056 1.040 0.621 -0.740 0.637
H 1.244 2.765 1.902 -0.255 0.251 -0.060
C -1.530 0.908 1.405 0.245 -0.172 -1.536
C -0.902 0.187 2.461 0.763 2.899 1.778
H -1.266 -0.658 3.045 -0.033 0.256 -0.446
H 0.750 0.770 3.783 -1.479 1.154 -0.473
H -0.928 2.809 0.300 -0.222 -0.093 -0.287
H -2.485 0.672 0.970 -0.099 -0.111 -0.261
C 2.463 -0.436 -0.613 1.754 -0.681 2.118
C 3.092 -0.462 0.716 -2.131 -1.856 -2.470
C 2.364 -1.437 1.525 -1.357 -1.716 -4.157
H 3.604 0.418 1.060 0.349 -0.623 -0.422
C 1.324 -2.065 0.660 3.308 1.025 1.158
C 1.532 -1.523 -0.665 -1.467 0.906 0.186
H 1.113 -1.926 -1.571 -0.240 0.021 -0.131
H 2.861 0.176 -1.425 -0.446 -0.342 0.117
H 2.329 -1.639 2.581 0.429 -0.258 -0.599
H 0.776 -2.946 0.964 -0.212 0.167 -0.276
Zn 0.402 0.071 0.510 0.089 -0.149 0.361
O -1.945 0.011 -2.438 -1.358 0.932 -0.920
C -2.248 1.321 -2.986 -1.403 -1.522 0.328
C -3.317 0.209 -2.926 1.918 1.506 0.346
H -2.353 2.126 -2.238 0.362 -0.436 -0.483
H -1.833 1.557 -3.986 -0.094 -0.200 0.796
H -4.085 0.316 -2.149 0.445 -0.157 -0.176
H -5.829 -0.095 -3.819 0.105 -0.203 -0.266
C -5.111 -0.562 -4.498 1.078 0.001 0.140
C -3.733 -0.489 -4.165 -0.259 -0.534 -0.594
C -2.779 -1.083 -5.017 -0.394 0.014 0.136
H -1.715 -1.056 -4.748 -0.553 0.030 -0.063
C -3.201 -1.740 -6.176 -0.349 0.111 0.020
H -2.460 -2.211 -6.827 -0.250 0.148 0.199
C -4.564 -1.802 -6.508 0.129 0.172 0.318
H -4.891 -2.313 -7.416 0.140 0.146 0.290
C -5.514 -1.210 -5.663 0.258 0.012 0.007
H -6.577 -1.252 -5.901 0.268 -0.046 -0.032
F 4.550 -1.227 2.673 0.549 1.002 0.827
C 4.407 0.006 3.201 0.047 -0.364 0.187
F 5.019 -0.007 4.401 1.355 -0.258 -0.269
F 5.070 0.864 2.383 -0.124 -0.477 0.944
C 2.946 0.459 3.539 -3.710 0.021 -5.391
O 2.002 0.467 2.354 3.998 1.074 5.270
C 2.465 -0.454 4.729 0.325 0.234 0.565
F 3.035 0.106 5.812 -0.472 -0.588 0.865
F 1.144 -0.615 5.036 1.221 0.278 -0.579
F 2.934 -1.723 4.596 -0.199 0.707 0.323
C 2.972 1.983 3.738 0.101 0.253 0.567
F 3.923 2.206 4.667 0.366 1.476 0.174
F 3.297 2.664 2.603 0.202 -0.577 1.113
F 1.838 2.577 4.182 1.129 -0.559 0.304
```
Positions in Å, forces in eV/Å.

## Properties
Kohn-Sham gap: 4.584 eV
E: -3677.46931 a.u.
Charge: -1
HOMO: -2.2 eV

no.,maximum force (eV/Å)
1,4.880
2,1.607
3,4.268
4,6.702